Computed, not measured: an isolated molecule of C5H10O2, with wB97M-V/def2-TZVPD.

Computed properties:
frontier orbital gap = 0.362 Eh
relative energy (zero: lowest compared OMol25 entry of this formula, charge and spin) = 38.65 kcal/mol
SMILES string = C=C(O)C(C)(C)O
LUMO = 0.776 eV

```
! RIJCOSX wB97M-V def2-TZVPD def2/J DEFGRID3
* xyz 0 1
C 1.85981 0.68324 -0.42543
C 0.98063 -0.27423 -0.12619
O 1.40338 -1.57452 -0.21670
C -0.47109 -0.17238 0.32118
C -0.74430 1.19031 0.94236
C -1.39964 -0.46126 -0.85898
O -0.68948 -1.11756 1.36278
H 2.17494 -1.48274 -0.79332
H 2.91574 0.42586 -0.39285
H 1.60677 1.70548 -0.65522
H -0.07518 1.35407 1.79185
H -1.77836 1.23510 1.29703
H -0.58751 1.98841 0.21098
H -2.44383 -0.39739 -0.53712
H -1.21140 -1.46850 -1.24592
H -1.22725 0.25719 -1.66759
H -0.32856 -1.96739 1.07300
*
```